Record 1
{"formula": "C2H3ErLiO", "method": "wB97M-V/def2-TZVPD", "species": ["O", "C", "Li", "Er", "H", "C", "H", "H"], "positions_angstrom": [[1.5007, 0.2390, 0.1501], [0.4914, 0.3961, -0.7332], [0.7232, 1.2472, 1.7463], [0.8984, -2.0518, 0.1062], [0.7815, 0.8601, -1.6907], [-1.0069, -0.2652, 0.0668], [-1.8351, -0.3556, -0.6505], [-1.5532, -0.0698, 1.0050]], "atomic_forces_ev_per_a": [[-0.865, -1.027, -0.163], [-2.112, -2.353, 4.281], [0.155, 0.187, -0.391], [-1.130, 3.322, -0.735], [-0.883, -0.289, 0.116], [3.068, -0.637, -3.219], [0.576, -0.102, -0.146], [1.191, 0.898, 0.258]], "lowdin_charge": [-0.4674, -0.2448, 0.8661, 1.8602, 0.1189, -0.1599, 0.0139, 0.0129], "orbital_gap_ev": [5.85, 7.31], "homo_energy_ev": [-16.0, -17.4], "s2": 6.02, "max_force_ev_per_a": 5.32, "charge": 2, "multiplicity": 5}

---

Record 2
{"formula": "C2H3F", "method": "wB97M-V/def2-TZVPD", "species": ["C", "C", "F", "H", "H", "H"], "positions_angstrom": [[0.0265, 0.7511, 0.0200], [1.0208, -0.0983, 0.0305], [2.3057, 0.0460, -0.0524], [-0.9319, 0.2668, -0.0146], [0.4191, 1.7674, -0.1811], [0.1944, -2.0742, 0.1326]], "atomic_forces_ev_per_a": [[1.651, 0.147, -0.620], [-1.320, -2.941, 0.236], [0.091, 0.002, 0.072], [-0.420, 0.844, 0.120], [-1.227, -0.203, 0.279], [1.225, 2.150, -0.088]], "lowdin_charge": [-0.0471, -0.2931, 0.0608, 0.0375, 0.0832, 0.1586], "orbital_gap_ev": [10.05, 9.48], "homo_energy_ev": [-10.4, -9.9], "max_force_ev_per_a": 3.23, "multiplicity": 1}

---

> Which formula does entry 2 have?

C2H3F

---

> What is the multiplicity in the second record?

1